The following is a quantum chemistry calculation of a structure of composition C35H29ClN3PRuTe4 in a non-equilibrium geometry, from the Open Molecules 2025 dataset.

Each line ends with the Mulliken charge.
Cartesian coordinates (Å):
Ru 0.8767 -0.2478 -1.1443  0.50
C 3.8588 1.4342 -0.3648  -1.10
C 2.8085 2.4325 -0.7475  0.42
C 3.0088 3.7929 -0.5725  -0.89
C 1.9686 4.6816 -0.8905  -0.82
C 0.7928 4.1961 -1.3895  -1.38
C 0.6347 2.8006 -1.5769  1.16
N 1.6656 1.9457 -1.2432  1.19
C -0.5459 2.2208 -2.0890  -0.65
C -1.5712 2.9876 -2.7632  -1.05
C -2.6711 2.3528 -3.3120  -1.30
C -2.7520 0.9725 -3.2285  -1.27
C -1.7179 0.2214 -2.5554  0.33
N -0.6645 0.8696 -1.9586  2.00
C -1.7396 -1.1820 -2.4644  0.63
C -2.6757 -1.9656 -3.1868  -1.22
C -2.6815 -3.3271 -3.0318  -1.05
C -1.7574 -3.9146 -2.1668  -0.91
C -0.8318 -3.1087 -1.4983  -0.10
C 0.1834 -3.7490 -0.6031  -0.93
N -0.8138 -1.7887 -1.6373  1.98
H 4.7923 1.9229 -0.0923  0.48
H 4.0550 0.7478 -1.1890  0.12
H 3.5141 0.8515 0.4931  0.06
H 3.9495 4.1553 -0.1844  0.48
H 2.0962 5.7433 -0.7269  0.44
H -0.0232 4.8672 -1.6130  0.40
H -1.4607 4.0566 -2.8630  0.39
H -3.4471 2.9180 -3.8072  0.43
H -3.6036 0.4644 -3.6505  0.46
H -3.3672 -1.5030 -3.8735  0.43
H -3.3938 -3.9374 -3.5704  0.49
H -1.7361 -4.9846 -2.0154  0.55
H -0.2510 -4.6064 -0.0896  0.50
H 0.5384 -3.0447 0.1426  -0.21
H 1.0296 -4.1062 -1.1959  0.22
Te 1.9402 -0.4330 -3.4734  0.17
Te 1.0724 -2.7110 -4.5993  -0.19
Te 0.3007 -0.6087 -7.0087  -0.04
Te 0.6685 1.2728 -5.1628  0.09
Cl 2.5617 -1.5923 -0.3758  -0.15
C 2.4786 -1.7718 1.3549  0.95
C 3.4124 -2.5819 1.9767  -0.97
C 3.3775 -2.6899 3.3575  -0.66
C 2.4241 -1.9957 4.0894  -0.78
C 1.4936 -1.1985 3.4446  -0.67
C 1.4967 -1.0805 2.0544  -0.78
P 0.2633 -0.0577 1.1521  2.39
C -1.3092 -0.9603 1.3262  0.42
C -1.4748 -2.1785 1.9712  -0.67
C -2.7108 -2.8126 1.9346  -0.76
C -3.7778 -2.2322 1.2676  -0.69
C -3.6229 -0.9985 0.6473  -0.70
C -2.3927 -0.3672 0.6733  -0.46
C 0.0450 1.3359 2.3090  0.33
C -0.9612 1.3290 3.2740  -0.37
C -1.0498 2.3681 4.1879  -0.74
C -0.1431 3.4178 4.1448  -0.65
C 0.8505 3.4347 3.1770  -0.71
C 0.9423 2.4008 2.2596  -0.27
H 4.1566 -3.1112 1.3967  0.52
H 4.1104 -3.3057 3.8610  0.42
H 2.4097 -2.0733 5.1682  0.44
H 0.7525 -0.6570 4.0183  0.54
H -0.6485 -2.6373 2.5005  0.36
H -2.8385 -3.7672 2.4292  0.43
H -4.7346 -2.7365 1.2333  0.41
H -4.4558 -0.5342 0.1346  0.46
H -2.2518 0.5926 0.1875  0.58
H -1.6731 0.5161 3.3182  0.51
H -1.8318 2.3528 4.9356  0.44
H -0.2177 4.2260 4.8603  0.40
H 1.5556 4.2548 3.1364  0.46
H 1.7141 2.4215 1.4979  0.17

total charge = +1
highest occupied orbital energy (spin up / spin down) = -7.840 / -10.082 eV
M = 1169.53 g/mol
multiplicity = 6

The following is a quantum chemistry calculation of a structure of composition C35H29F5N4O6PRb, from the Open Molecules 2025 dataset.

Each line ends with the Mulliken charge.
Cartesian coordinates (Å):
Rb 0.1223 0.7049 0.3714  0.63
C 1.1828 2.1990 -2.7079  -1.06
N 0.9926 0.7793 -2.4643  1.20
C 2.2643 0.0813 -2.5115  -1.13
C 0.0407 0.1659 -3.3772  -0.97
C -1.3319 0.8171 -3.4078  -1.05
N -1.9250 0.8226 -2.0894  -0.03
C -3.1712 1.2245 -1.9511  0.28
C -3.7901 1.1262 -0.6606  0.00
F -3.0338 0.6218 0.3414  -0.24
C -5.0777 1.4944 -0.3905  -0.08
F -5.5524 1.3385 0.8682  -0.34
C -5.9251 2.0223 -1.3595  -0.62
C -5.3675 2.1468 -2.6189  0.04
F -6.1284 2.6697 -3.6167  -0.36
C -4.0779 1.7786 -2.9177  0.64
F -3.6616 1.9895 -4.2023  -0.37
H 0.2354 2.7238 -2.5869  0.18
H 1.5652 2.3941 -3.7277  0.28
H 1.8875 2.5884 -1.9732  0.28
H 2.7201 0.1261 -3.5180  0.28
H 2.1174 -0.9677 -2.2438  0.23
H 2.9477 0.5261 -1.7864  0.25
H -0.0825 -0.8775 -3.0680  0.23
H 0.4427 0.1650 -4.4109  0.30
H -1.9230 0.2361 -4.1309  0.46
H -1.2455 1.8234 -3.8403  0.42
H -6.9380 2.3210 -1.1406  0.47
O 2.6727 1.9743 0.2312  -0.50
C 2.5368 2.2710 1.4427  -0.03
O 1.6729 2.9987 1.9735  -0.78
C 3.5645 1.6902 2.4262  0.42
C 4.0485 2.5577 3.4118  -0.61
C 4.9896 2.1427 4.3328  -0.52
C 5.4518 0.8259 4.3063  -0.74
C 4.9644 -0.0440 3.3521  -0.15
C 4.0225 0.3703 2.4000  0.21
P 3.4367 -0.8297 1.1201  1.39
C 5.0865 -1.2102 0.3983  0.19
C 5.5910 -0.2089 -0.4377  -0.51
C 6.8245 -0.3540 -1.0514  -0.70
C 7.5715 -1.5100 -0.8520  -0.49
C 7.0762 -2.5111 -0.0285  -0.67
C 5.8427 -2.3617 0.5966  -0.05
C 2.9915 -2.3077 2.1013  0.45
C 2.8926 -3.5319 1.4316  -0.68
C 2.3591 -4.6449 2.0595  -0.87
C 1.8568 -4.5440 3.3509  -0.42
C 1.9193 -3.3279 4.0131  -0.85
C 2.4976 -2.2241 3.4011  -0.62
H 3.6483 3.5627 3.4395  0.49
H 5.3604 2.8361 5.0795  0.36
H 6.1836 0.4858 5.0301  0.40
H 5.3126 -1.0714 3.3357  0.35
H 4.9949 0.6888 -0.5852  0.20
H 7.2056 0.4309 -1.6938  0.41
H 8.5329 -1.6284 -1.3376  0.34
H 7.6542 -3.4134 0.1340  0.39
H 5.4744 -3.1453 1.2478  0.40
H 3.2100 -3.6014 0.3961  0.61
H 2.3075 -5.5891 1.5303  0.51
H 1.3906 -5.4002 3.8235  0.34
H 1.4904 -3.2269 5.0021  0.34
H 2.5175 -1.2734 3.9186  0.39
F 0.7885 -4.7748 -2.1950  -0.39
C 0.2192 -5.1081 -1.0205  0.49
C -0.4886 -4.2057 -0.3275  -0.53
N -1.0937 -4.5001 0.8678  0.16
C -1.8129 -3.4437 1.5906  -1.02
C -0.9226 -2.2413 2.0055  0.53
O -1.1948 -1.7473 3.1052  -0.80
O -0.0719 -1.8881 1.1446  -0.25
C -0.9782 -5.7510 1.4304  0.49
O -1.4814 -6.0868 2.4863  -0.69
N -0.2454 -6.6493 0.6717  -0.03
C 0.4067 -6.4509 -0.5448  0.22
O 1.0236 -7.3565 -1.0775  -0.71
H -0.5951 -3.1842 -0.6629  0.79
H -2.2764 -3.8750 2.4669  0.31
H -2.5821 -3.0333 0.9303  0.31
H -0.1605 -7.5673 1.0790  0.21

total charge = -2
highest occupied orbital energy = -1.792 eV
M = 813.07 g/mol

The following is a quantum chemistry calculation of a structure of composition C35H29F5N4O6PRb, from the Open Molecules 2025 dataset.

Each line ends with the Mulliken charge.
Cartesian coordinates (Å):
Rb 0.1585 0.5748 0.1951  0.69
C 0.2620 4.2058 -0.6132  -1.04
N 0.8367 3.0309 -1.2364  0.86
C 0.2980 2.8415 -2.5701  -0.95
C 2.2909 3.0301 -1.2532  -0.99
C 2.9714 3.1928 0.1025  -1.37
N 2.5357 2.1837 1.0490  0.09
C 3.2071 2.0425 2.1765  0.04
C 2.8083 1.0251 3.1056  0.12
F 1.7064 0.2795 2.8088  -0.38
C 3.4556 0.7452 4.2780  0.27
F 2.9783 -0.2576 5.0507  -0.39
C 4.5752 1.4456 4.7027  -0.66
C 4.9705 2.4685 3.8611  0.28
F 6.0370 3.2271 4.2191  -0.37
C 4.3363 2.7730 2.6790  0.50
F 4.8160 3.8561 1.9995  -0.39
H 0.5909 5.1403 -1.1074  0.28
H 0.5532 4.2539 0.4368  0.19
H -0.8255 4.1429 -0.6808  0.26
H 0.6871 1.9142 -2.9981  0.24
H 0.5780 3.6710 -3.2476  0.31
H -0.7882 2.7736 -2.5174  0.14
H 2.6655 3.8323 -1.9220  0.32
H 2.6101 2.0788 -1.6933  0.40
H 2.7932 4.2139 0.4700  0.54
H 4.0482 3.1410 -0.1073  0.52
H 5.1063 1.1958 5.6066  0.46
O -3.1979 3.2547 -1.4246  -0.84
C -3.2317 2.0519 -1.1249  0.31
O -2.2615 1.2510 -1.0356  -0.16
C -4.5996 1.4274 -0.8404  0.20
C -5.7300 2.2163 -1.0200  -0.63
C -6.9997 1.7136 -0.7881  -0.52
C -7.1403 0.4008 -0.3650  -0.76
C -6.0183 -0.3939 -0.1791  -0.42
C -4.7310 0.0976 -0.4125  0.24
P -3.2224 -0.9210 -0.0977  0.37
C -4.0506 -2.5088 0.4150  -0.50
C -4.2844 -2.6800 1.7791  -0.10
C -4.8964 -3.8244 2.2709  -0.65
C -5.2703 -4.8382 1.3998  -0.40
C -5.0254 -4.6942 0.0409  -0.75
C -4.4242 -3.5408 -0.4451  0.20
C -2.7029 -1.4175 -1.7839  0.85
C -1.4456 -1.9958 -1.9190  -1.00
C -0.9708 -2.3737 -3.1685  -0.64
C -1.7572 -2.1886 -4.2954  -0.45
C -3.0181 -1.6164 -4.1679  -0.63
C -3.4868 -1.2306 -2.9209  -0.18
H -5.5665 3.2353 -1.3463  0.45
H -7.8726 2.3396 -0.9348  0.36
H -8.1248 -0.0139 -0.1790  0.41
H -6.1568 -1.4148 0.1498  0.24
H -3.9764 -1.8994 2.4671  0.39
H -5.0676 -3.9299 3.3356  0.38
H -5.7369 -5.7395 1.7791  0.35
H -5.3014 -5.4848 -0.6472  0.39
H -4.2394 -3.4439 -1.5079  0.39
H -0.7888 -2.1395 -1.0683  0.74
H 0.0277 -2.7862 -3.2374  0.44
H -1.3854 -2.4733 -5.2728  0.36
H -3.6348 -1.4557 -5.0450  0.37
H -4.4615 -0.7649 -2.8342  0.35
F 5.5334 -2.1476 3.8002  -0.41
C 5.7075 -1.8119 2.5092  0.22
C 4.6634 -1.5189 1.7216  -0.06
N 4.8097 -1.1666 0.4049  0.28
C 3.6086 -0.8792 -0.3836  0.12
C 2.5515 -2.0143 -0.3471  0.34
O 2.8546 -3.0728 0.2185  -0.76
O 1.4770 -1.6882 -0.9136  -0.61
C 6.0429 -1.1346 -0.1887  0.46
O 6.2510 -0.8452 -1.3542  -0.70
N 7.0952 -1.4469 0.6600  -0.01
C 7.0585 -1.8041 2.0018  0.25
O 8.0789 -2.0723 2.6124  -0.70
H 3.6496 -1.5507 2.0910  0.62
H 3.9279 -0.7283 -1.4109  0.39
H 3.1711 0.0557 -0.0231  -0.76
H 8.0070 -1.4147 0.2316  0.22

total charge = -2
highest occupied orbital energy = -2.045 eV
M = 813.07 g/mol